The following is a DFT calculation (the ωB97M-V functional and the def2-TZVPD basis) of a 11-piece molecular cluster, C44H121N11O11 overall.

- SMILES: COC[C@H](C)N.COC[C@H](C)N.COC[C@H](C)N.COC[C@H](C)N.COC[C@H](C)N.COC[C@H](C)N.COC[C@H](C)N.COC[C@H](C)N.COC[C@H](C)N.COC[C@H](C)N.COC[C@H](C)N
- Orbital gap: 9.2 eV
- Energy relative to the best compared isomer or geometry (same formula, charge and spin): 742.7 kJ/mol

Last column: Löwdin charge in e.
Positions of all 187 atoms, in Å:
C: 0.616 -4.491 4.558  -0.0281
C: 1.894 -3.574 4.542  -0.3913
C: 2.352 -2.907 5.861  -0.1782
O: 1.304 -2.120 6.406  -0.2657
C: 1.637 -1.270 7.541  -0.0508
N: 3.022 -4.310 3.995  0.0427
H: 0.508 -5.070 3.641  0.0676
H: -0.210 -3.797 4.713  0.0431
H: 0.426 -5.173 5.387  0.0769
H: 1.778 -2.729 3.863  0.1226
H: 3.216 -2.271 5.670  0.1227
H: 2.563 -3.637 6.643  0.1303
H: 1.723 -1.846 8.463  0.0902
H: 0.848 -0.518 7.537  0.0803
H: 2.511 -0.665 7.305  0.0871
H: 3.904 -4.084 4.432  0.0705
H: 3.003 -4.087 3.010  0.0268
C: 6.595 5.561 -0.048  -0.0548
C: 5.632 4.390 -0.487  -0.3830
C: 5.243 4.264 -1.958  -0.1574
O: 4.853 2.885 -2.307  -0.2039
C: 3.481 2.593 -2.016  -0.1095
N: 6.410 3.148 -0.134  0.0234
H: 6.238 6.545 -0.350  0.0662
H: 7.638 5.484 -0.357  0.0696
H: 6.621 5.617 1.040  0.0718
H: 4.815 4.258 0.223  0.1212
H: 6.163 4.356 -2.536  0.1232
H: 4.624 5.084 -2.322  0.1209
H: 2.668 3.039 -2.588  0.0547
H: 3.138 2.713 -0.988  0.0814
H: 3.561 1.523 -2.209  0.0898
H: 5.990 2.536 -0.818  0.0356
H: 7.338 3.356 -0.475  0.0537
C: 4.730 -8.231 -2.400  -0.0594
C: 4.489 -6.666 -2.165  -0.3765
C: 3.757 -6.525 -0.804  -0.2008
O: 3.511 -5.173 -0.468  -0.1788
C: 2.935 -4.944 0.734  -0.1779
N: 5.773 -6.031 -1.977  0.0283
H: 3.811 -8.803 -2.278  0.0620
H: 5.389 -8.751 -1.705  0.0691
H: 4.996 -8.495 -3.424  0.0659
H: 3.916 -6.267 -3.002  0.1386
H: 4.404 -7.024 -0.081  0.1208
H: 2.755 -6.931 -0.665  0.1248
H: 1.865 -5.134 0.815  0.0832
H: 3.049 -3.879 0.933  0.0721
H: 3.441 -5.454 1.555  0.0873
H: 6.193 -6.334 -1.109  0.0693
H: 5.567 -5.058 -1.801  0.0596
C: -6.624 -1.865 2.997  -0.0429
C: -5.868 -3.091 2.423  -0.4595
C: -4.391 -3.100 2.598  -0.1663
O: -3.875 -4.385 2.137  -0.1645
C: -2.593 -4.565 2.521  -0.1747
N: -6.393 -4.257 3.058  0.0272
H: -6.084 -0.986 2.645  0.0626
H: -6.631 -1.895 4.087  0.0710
H: -7.689 -1.925 2.776  0.0804
H: -6.333 -3.210 1.444  0.1314
H: -4.233 -2.962 3.667  0.1247
H: -3.959 -2.262 2.050  0.1223
H: -2.430 -4.499 3.597  0.0771
H: -1.795 -3.922 2.149  0.0737
H: -2.335 -5.584 2.233  0.0970
H: -5.816 -5.059 2.848  0.0678
H: -6.379 -4.232 4.067  0.0712
C: -6.138 -4.592 -1.719  -0.0627
C: -5.222 -3.928 -2.755  -0.4290
C: -4.386 -2.712 -2.259  -0.2321
O: -5.280 -1.755 -1.830  -0.1815
C: -4.608 -0.686 -0.992  -0.0315
N: -4.417 -5.030 -3.261  0.0114
H: -6.367 -5.610 -2.032  0.0754
H: -7.023 -3.979 -1.548  0.0745
H: -5.607 -4.572 -0.767  0.0697
H: -5.823 -3.654 -3.622  0.1325
H: -3.939 -2.244 -3.137  0.1267
H: -3.705 -3.103 -1.504  0.1250
H: -5.275 -0.292 -0.226  0.0678
H: -4.447 0.201 -1.604  0.0722
H: -3.669 -0.986 -0.525  0.0657
H: -5.096 -5.616 -3.726  0.0624
H: -4.205 -5.569 -2.434  0.0588
C: 0.315 0.271 -2.430  -0.0575
C: -0.838 0.341 -1.463  -0.3927
C: -0.509 -0.415 -0.167  -0.2015
O: -0.005 -1.687 -0.495  -0.1739
C: 0.586 -2.422 0.543  -0.0962
N: -1.269 1.768 -1.256  0.0641
H: 1.205 0.690 -1.961  0.0647
H: 0.140 0.812 -3.360  0.0729
H: 0.624 -0.757 -2.620  0.0821
H: -1.617 -0.228 -1.970  0.1240
H: -1.386 -0.591 0.456  0.0959
H: 0.114 0.228 0.455  0.1276
H: 0.584 -3.508 0.441  0.0714
H: 0.065 -2.253 1.485  0.0764
H: 1.626 -2.115 0.660  0.0822
H: -1.185 2.182 -2.173  0.0183
H: -0.562 2.335 -0.810  0.0477
C: 6.267 -2.692 0.994  -0.0601
C: 6.794 -1.365 1.419  -0.4736
C: 5.879 -0.518 2.297  -0.1874
O: 4.509 -0.479 1.862  -0.2007
C: 4.179 0.527 0.889  -0.0939
N: 7.918 -1.661 2.281  0.0170
H: 6.919 -3.468 0.594  0.0834
H: 5.564 -2.509 0.182  0.0775
H: 5.669 -3.029 1.841  0.0837
H: 7.270 -0.828 0.598  0.1358
H: 6.369 0.414 2.579  0.1260
H: 5.788 -0.947 3.295  0.1186
H: 3.113 0.451 0.674  0.0719
H: 4.712 0.088 0.046  0.0836
H: 4.428 1.587 0.941  0.0675
H: 8.516 -0.848 2.232  0.0736
H: 8.389 -2.340 1.700  0.0631
C: -4.936 3.787 -3.441  -0.0684
C: -4.375 4.754 -2.423  -0.4033
C: -4.316 4.296 -0.932  -0.2041
O: -4.010 5.395 -0.146  -0.1747
C: -3.581 5.150 1.179  -0.1089
N: -3.070 5.112 -2.948  0.0474
H: -4.854 4.015 -4.503  0.0718
H: -5.950 3.464 -3.206  0.0801
H: -4.462 2.823 -3.254  0.0699
H: -4.973 5.664 -2.366  0.1313
H: -3.606 3.479 -0.801  0.1051
H: -5.234 3.829 -0.575  0.1273
H: -4.321 4.619 1.778  0.0796
H: -3.374 6.109 1.655  0.0890
H: -2.756 4.468 1.383  0.0714
H: -2.522 5.536 -2.214  0.0572
H: -3.198 5.849 -3.627  0.0838
C: -2.196 -1.384 6.230  -0.0637
C: -1.825 -1.117 4.785  -0.4312
C: -2.666 0.003 4.102  -0.1698
O: -2.270 0.253 2.730  -0.2079
C: -3.081 1.181 1.917  -0.0688
N: -0.474 -0.655 4.904  0.0459
H: -1.843 -0.651 6.955  0.0795
H: -1.751 -2.335 6.525  0.0742
H: -3.225 -1.540 6.556  0.0720
H: -1.837 -2.022 4.176  0.1082
H: -2.724 0.895 4.726  0.1260
H: -3.658 -0.450 4.112  0.0980
H: -4.115 0.868 1.779  0.0667
H: -2.704 1.298 0.901  0.0505
H: -3.106 2.168 2.379  0.0697
H: 0.137 -1.242 5.455  0.0144
H: 0.028 -0.615 4.028  0.0716
C: 0.831 6.508 -3.051  -0.0467
C: 0.823 5.276 -2.130  -0.3371
C: 0.404 5.498 -0.561  -0.1097
O: 1.237 6.441 0.223  -0.1797
C: 0.597 6.865 1.397  -0.1414
N: -0.010 4.195 -2.764  0.0442
H: 1.777 7.049 -3.067  0.0690
H: 0.166 7.275 -2.653  0.0743
H: 0.615 6.306 -4.101  0.0667
H: 1.791 4.778 -2.167  0.0783
H: 0.385 4.514 -0.092  0.1051
H: -0.624 5.861 -0.552  0.0962
H: 0.995 6.363 2.279  0.0808
H: -0.485 6.766 1.484  0.0736
H: 0.838 7.909 1.599  0.0836
H: -0.976 4.121 -2.482  0.0220
H: -0.057 4.456 -3.739  0.0059
C: -3.399 3.124 -7.528  -0.0570
C: -2.150 3.031 -6.629  -0.4272
C: -1.329 4.285 -6.271  -0.1832
O: -0.253 4.027 -5.380  -0.2763
C: 0.985 3.353 -5.840  -0.0077
N: -2.629 2.422 -5.401  0.0458
H: -4.059 3.886 -7.115  0.0672
H: -3.944 2.182 -7.593  0.0778
H: -3.158 3.343 -8.568  0.0701
H: -1.501 2.278 -7.075  0.1250
H: -2.124 4.958 -5.951  0.1178
H: -0.956 4.743 -7.186  0.1192
H: 1.676 3.196 -5.012  0.0767
H: 1.400 4.139 -6.472  0.0887
H: 0.739 2.416 -6.340  0.0856
H: -3.101 3.090 -4.807  0.0113
H: -1.877 2.128 -4.794  0.0589

=====

The following is a DFT calculation (the ωB97M-V functional and the def2-TZVPD basis) of a 11-piece molecular cluster, C44H121N11O11 overall.

- SMILES: COC[C@H](C)N.COC[C@H](C)N.COC[C@H](C)N.COC[C@H](C)N.COC[C@H](C)N.COC[C@H](C)N.COC[C@H](C)N.COC[C@H](C)N.COC[C@H](C)N.COC[C@H](C)N.COC[C@H](C)N
- Orbital gap: 8.7 eV
- Energy relative to the best compared isomer or geometry (same formula, charge and spin): 383.9 kJ/mol

Last column: Löwdin charge in e.
Positions of all 187 atoms, in Å:
C: -4.439 6.439 -0.005  -0.0732
C: -3.603 5.196 0.304  -0.4240
C: -3.362 4.400 -0.987  -0.1988
O: -2.559 5.117 -1.960  -0.1878
C: -2.413 4.232 -3.132  -0.0759
N: -2.369 5.776 0.797  0.0424
H: -3.935 7.115 -0.696  0.0778
H: -4.674 6.967 0.919  0.0744
H: -5.382 6.204 -0.499  0.0617
H: -4.119 4.521 0.986  0.1265
H: -4.342 4.196 -1.420  0.1063
H: -2.784 3.516 -0.716  0.1047
H: -1.815 3.357 -2.878  0.0601
H: -1.770 4.754 -3.840  0.0813
H: -3.360 3.983 -3.611  0.0820
H: -1.777 4.958 0.820  0.0007
H: -1.935 6.317 0.063  0.0720
C: 4.919 1.618 -4.633  -0.0476
C: 4.990 2.651 -3.550  -0.4628
C: 3.780 2.640 -2.630  -0.1785
O: 2.592 2.993 -3.376  -0.1611
C: 1.512 2.827 -2.467  -0.1039
N: 6.174 2.490 -2.751  0.0355
H: 5.911 1.516 -5.072  0.0757
H: 4.204 1.829 -5.428  0.0822
H: 4.680 0.639 -4.217  0.0700
H: 5.097 3.636 -4.005  0.1371
H: 3.996 3.463 -1.948  0.1256
H: 3.664 1.671 -2.145  0.0966
H: 0.581 2.991 -3.011  0.0769
H: 1.548 3.436 -1.564  0.0812
H: 1.452 1.767 -2.220  0.0653
H: 6.944 2.367 -3.393  0.0755
H: 6.364 3.303 -2.183  0.0803
C: 1.552 -0.648 -4.703  -0.0463
C: 0.385 0.204 -5.302  -0.4051
C: 0.348 0.245 -6.837  -0.1535
O: 1.540 1.031 -7.287  -0.1791
C: 1.480 1.216 -8.678  -0.1401
N: -0.782 -0.423 -4.703  0.0377
H: 1.593 -1.670 -5.079  0.0762
H: 1.696 -0.606 -3.624  0.0371
H: 2.480 -0.149 -4.985  0.0583
H: 0.505 1.235 -4.972  0.1314
H: -0.582 0.761 -7.073  0.1111
H: 0.235 -0.733 -7.304  0.1241
H: 1.643 0.342 -9.309  0.0820
H: 2.255 1.925 -8.972  0.0875
H: 0.486 1.601 -8.908  0.0801
H: -1.563 -0.071 -5.238  0.0620
H: -0.890 -1.409 -4.894  0.0619
C: -0.864 3.739 3.212  -0.0388
C: 0.308 4.084 2.233  -0.4029
C: 1.599 3.330 2.454  -0.2249
O: 2.544 3.868 1.578  -0.1903
C: 3.872 3.496 1.872  -0.0954
N: -0.142 3.872 0.867  0.0597
H: -0.758 4.213 4.188  0.0753
H: -0.821 2.657 3.336  0.0556
H: -1.846 4.064 2.867  0.0656
H: 0.464 5.155 2.363  0.1389
H: 1.433 2.257 2.359  0.1288
H: 1.917 3.512 3.480  0.1270
H: 4.041 2.423 1.967  0.0901
H: 4.167 3.992 2.797  0.0847
H: 4.540 3.951 1.140  0.0851
H: -0.576 2.960 0.860  0.0549
H: 0.761 3.797 0.422  0.0493
C: 2.375 -4.506 -3.255  -0.0348
C: 1.003 -4.756 -2.526  -0.3672
C: 1.131 -4.979 -1.011  -0.1949
O: 1.871 -6.172 -0.822  -0.1693
C: 1.802 -6.640 0.482  -0.1304
N: 0.112 -3.597 -2.775  0.0334
H: 3.173 -5.192 -2.972  0.0740
H: 2.839 -3.546 -3.030  0.0578
H: 2.259 -4.494 -4.339  0.0679
H: 0.537 -5.647 -2.947  0.1301
H: 0.144 -5.004 -0.549  0.1216
H: 1.716 -4.161 -0.591  0.1109
H: 2.180 -5.886 1.173  0.0728
H: 2.460 -7.507 0.529  0.0955
H: 0.830 -6.805 0.946  0.0822
H: -0.815 -3.971 -2.631  0.0821
H: 0.139 -3.392 -3.764  0.0668
C: -6.802 0.253 0.243  -0.0813
C: -6.878 1.346 -0.702  -0.4820
C: -6.758 2.749 -0.060  -0.1720
O: -7.031 3.833 -0.921  -0.2133
C: -8.300 3.945 -1.535  -0.0899
N: -5.853 1.183 -1.728  0.0736
H: -7.001 -0.701 -0.245  0.0825
H: -7.532 0.392 1.039  0.0927
H: -5.835 0.160 0.738  0.0695
H: -7.899 1.269 -1.077  0.1240
H: -5.798 2.868 0.441  0.1145
H: -7.577 2.822 0.655  0.1224
H: -9.083 3.990 -0.778  0.0882
H: -8.479 3.033 -2.105  0.0735
H: -8.322 4.821 -2.184  0.0949
H: -6.107 1.874 -2.419  0.0699
H: -5.919 0.282 -2.178  0.0779
C: -5.765 -3.557 1.261  -0.0595
C: -4.248 -3.360 1.118  -0.4155
C: -3.352 -4.239 2.000  -0.1856
O: -2.038 -3.706 1.881  -0.2102
C: -1.161 -4.229 2.801  -0.1341
N: -3.959 -3.650 -0.291  0.0328
H: -5.909 -4.625 1.094  0.0772
H: -6.413 -3.127 0.498  0.0639
H: -6.019 -3.098 2.217  0.0819
H: -4.057 -2.309 1.333  0.1115
H: -3.240 -5.212 1.520  0.1234
H: -3.706 -4.433 3.013  0.1286
H: -1.506 -5.244 2.999  0.0848
H: -1.190 -3.708 3.758  0.0865
H: -0.132 -4.216 2.443  0.0775
H: -2.963 -3.605 -0.454  0.0485
H: -4.320 -4.531 -0.628  0.0687
C: 4.586 -2.528 -0.090  -0.0510
C: 4.652 -1.104 -0.705  -0.3897
C: 6.081 -0.579 -1.114  -0.1882
O: 6.876 -0.427 0.055  -0.1952
C: 8.301 -0.117 -0.181  -0.0734
N: 3.682 -0.960 -1.772  0.0414
H: 4.975 -3.313 -0.738  0.0743
H: 3.579 -2.845 0.179  0.0534
H: 5.197 -2.581 0.811  0.0636
H: 4.205 -0.487 0.074  0.1194
H: 6.008 0.282 -1.779  0.0796
H: 6.628 -1.252 -1.775  0.1143
H: 8.548 0.851 -0.616  0.0743
H: 8.798 -0.876 -0.787  0.0758
H: 8.700 -0.209 0.829  0.0807
H: 2.777 -1.307 -1.485  0.0177
H: 3.529 0.017 -1.979  0.0205
C: -3.580 3.629 7.143  -0.0589
C: -3.609 2.132 6.831  -0.4842
C: -3.007 1.820 5.479  -0.2365
O: -2.936 0.441 5.283  -0.1897
C: -2.351 0.018 4.067  -0.0846
N: -2.974 1.417 7.866  0.0526
H: -2.529 3.917 7.153  0.0691
H: -3.920 3.885 8.147  0.0796
H: -3.985 4.264 6.356  0.0778
H: -4.660 1.860 6.729  0.1393
H: -1.976 2.174 5.479  0.1126
H: -3.462 2.399 4.675  0.1281
H: -2.804 0.499 3.200  0.0825
H: -2.379 -1.070 4.015  0.0828
H: -1.285 0.243 4.095  0.0828
H: -2.054 1.785 8.061  0.0799
H: -2.898 0.543 7.365  0.0659
C: 0.220 -1.192 0.933  -0.0350
C: -0.439 -0.903 -0.460  -0.3676
C: -0.811 0.574 -0.605  -0.2225
O: -1.730 0.921 0.400  -0.2121
C: -3.129 0.511 0.141  -0.0584
N: 0.633 -1.243 -1.421  0.0360
H: -0.483 -0.968 1.735  0.0567
H: 1.107 -0.578 1.090  0.0702
H: 0.443 -2.253 1.041  0.0530
H: -1.329 -1.519 -0.588  0.1239
H: -1.210 0.788 -1.597  0.1164
H: 0.069 1.211 -0.522  0.1046
H: -3.316 0.194 -0.885  0.0850
H: -3.809 1.333 0.366  0.0585
H: -3.419 -0.284 0.828  0.0532
H: 0.538 -2.223 -1.648  0.0094
H: 0.320 -0.839 -2.292  0.0268
C: 5.302 -6.632 5.021  -0.0560
C: 5.007 -5.694 3.828  -0.4215
C: 4.598 -4.258 4.310  -0.1981
O: 4.175 -3.504 3.198  -0.2257
C: 3.354 -2.381 3.469  -0.0883
N: 6.218 -5.467 3.058  0.0251
H: 4.509 -6.507 5.758  0.0689
H: 6.281 -6.300 5.369  0.0776
H: 5.408 -7.700 4.830  0.0694
H: 4.268 -6.081 3.126  0.1218
H: 5.407 -3.698 4.778  0.1326
H: 3.749 -4.422 4.973  0.1137
H: 3.201 -1.821 2.546  0.0708
H: 3.870 -1.738 4.182  0.0891
H: 2.395 -2.721 3.861  0.0828
H: 6.518 -6.362 2.699  0.0709
H: 5.979 -4.882 2.271  0.0619

=====

Largest force on an atom values (in Eh/bohr) by entry order: 0.08047 0.06193.
HOMO level values (in eV) by entry order: -8.684 -8.340.